#one
Entry from OMol25: the molecule C3H5IN2 (ωB97M-V with the def2-TZVPD basis set).

Summary:
* structure (SMILES): NN[C@H]1C=C1I

Geometry as ORCA input:
```
! RIJCOSX wB97M-V def2-TZVPD def2/J DEFGRID3
* xyz 0 1
N 0.17898 0.55630 1.60918
N -0.37452 -0.48978 0.76001
C 0.25298 -0.41128 -0.46910
C -0.61019 -0.47306 -1.76312
C -0.05097 0.65449 -1.40712
I -0.34232 2.68051 -1.19512
H 1.26508 0.54029 1.43104
H -0.03815 0.27482 2.58118
H -0.48377 -1.35099 1.36321
H 1.37524 -0.88430 -0.52088
H -1.17237 -1.09699 -2.38929
*
```



#two
Entry from OMol25: the molecule C3H5IN2 (ωB97M-V with the def2-TZVPD basis set).

Summary:
* structure (SMILES): [H]/N=C/C(I)=N/C

Geometry as ORCA input:
```
! RIJCOSX wB97M-V def2-TZVPD def2/J DEFGRID3
* xyz 0 1
H 2.40171 -0.98653 -2.82802
N 1.37904 -0.91851 -2.56845
C 1.33170 -0.58970 -1.30648
C 0.02617 -0.23893 -0.73235
I -1.57820 -0.31520 -2.11318
N -0.03483 -0.02354 0.56117
C -1.16582 0.44352 1.25141
H 2.22693 -0.70074 -0.71483
H -1.39626 1.35843 0.62424
H -0.76782 0.58429 2.22190
H -2.00068 -0.35917 1.12311
*
```



Tell me which of them is the least stable. Sure, it is #one.



#one
Entry from OMol25: a cluster of 2 separate species, H5N2PS2 in total (ωB97M-V with the def2-TZVPD basis set).

Geometry as ORCA input:
```
! RIJCOSX wB97M-V def2-TZVPD def2/J DEFGRID3
* xyz 0 1
N -1.90289 -0.25874 -0.95309
N 0.23356 0.14069 1.59500
P 0.38826 0.07307 -0.12016
S 1.90836 1.54855 -0.41534
S 1.43797 -1.75931 -0.47335
H -1.70708 0.08696 -1.88470
H -0.06646 -0.79550 1.87919
H 1.15326 0.39403 1.96763
H 1.34272 2.11680 -1.50408
H 0.62194 -2.08698 -1.39941
*
```



#two
Entry from OMol25: a cluster of 2 separate species, H5N2PS2 in total (ωB97M-V with the def2-TZVPD basis set).

Geometry as ORCA input:
```
! RIJCOSX wB97M-V def2-TZVPD def2/J DEFGRID3
* xyz 0 1
N 1.72947 0.15177 -0.70639
N -1.24279 -0.92436 1.11428
P 0.42249 1.14368 -0.91331
S -0.52493 0.83752 -2.56995
S 0.27712 2.48518 0.46940
H 1.85728 -0.64743 -1.30967
H 2.17514 0.12780 0.19900
H -1.36389 -0.71995 2.09880
H -1.29422 -1.93013 0.99562
H -2.03567 -0.52408 0.62224
*
```



Tell me which of them is the least stable. Sure, it is #one.



#one
Entry from OMol25: the ion C11H14N with charge +1 (ωB97M-V with the def2-TZVPD basis set).

Summary:
* structure (SMILES): C1=C[C@]23[NH2+]CC[C@H]2CC=CC3=C1

Geometry as ORCA input:
```
! RIJCOSX wB97M-V def2-TZVPD def2/J DEFGRID3
* xyz 1 1
C 0.33374 -1.12484 -2.56518
C 0.78199 -0.05486 -1.86340
C 0.05217 0.03267 -0.54887
N -0.85301 1.22380 -0.33803
C 0.08529 2.28669 0.07306
C 1.31918 1.55954 0.68146
C 0.97743 0.02558 0.62669
C 0.14731 -0.35961 1.84428
C -0.87647 -1.49058 1.76695
C -1.47104 -1.86413 0.61092
C -0.87895 -1.39456 -0.57281
C -0.57239 -1.94034 -1.75707
H 0.61056 -1.41710 -3.46374
H 1.50959 0.68211 -1.95048
H -1.53463 0.78409 0.27892
H -1.22548 1.40626 -1.21153
H -0.58886 2.94360 0.66540
H 0.32005 2.87957 -0.75667
H 2.23522 1.69841 0.15069
H 1.49026 1.93866 1.58822
H 1.96558 -0.47629 0.73685
H -0.35147 0.52808 2.23073
H 0.87984 -0.48693 2.78817
H -1.27658 -1.91597 2.60674
H -2.17360 -2.56605 0.57402
H -0.90574 -2.89782 -2.19533
*
```



#two
Entry from OMol25: the ion C11H14N with charge +1 (ωB97M-V with the def2-TZVPD basis set).

Geometry as ORCA input:
```
! RIJCOSX wB97M-V def2-TZVPD def2/J DEFGRID3
* xyz 1 1
C 0.64227 1.14122 3.57850
C 1.17991 2.08822 2.76791
C 0.06082 0.01740 2.96715
C 1.10116 2.03074 1.35657
C -0.21555 -0.05603 1.63288
C 0.33972 1.00345 0.80786
C -0.93839 -1.06395 1.02079
C -1.86738 -1.89753 0.75423
C 0.00352 1.06419 -0.67139
C -1.15802 -0.59480 -2.23579
C 1.24577 -0.69985 -1.65880
N -0.04097 -0.25205 -1.28080
H 0.67665 1.27962 4.69926
H 1.72759 2.95185 3.16792
H -0.19878 -0.76073 3.68463
H 1.63900 2.67554 0.59037
H -1.69613 -2.96157 0.46326
H -2.79819 -1.65949 1.04474
H -0.90152 1.59388 -0.55201
H 0.68758 1.75334 -1.08712
H -1.76275 0.29954 -2.51093
H -0.77328 -1.12070 -3.09748
H -1.84769 -1.34946 -1.66919
H 1.16436 -1.75886 -1.97014
H 1.58469 -0.15845 -2.62481
H 1.99578 -0.43181 -0.95734
*
```



Tell me which of them is the least stable. Sure, it is #two.



#one
Entry from OMol25: a cluster of 4 separate species, C4H15N2O2 in total (ωB97M-V with the def2-TZVPD basis set).

Geometry as ORCA input:
```
! RIJCOSX wB97M-V def2-TZVPD def2/J DEFGRID3
* xyz 1 1
C -0.68750 1.93871 -0.59000
C -0.60282 1.08388 0.63953
C 0.59655 -0.01397 0.87968
N 2.71933 -1.46689 -0.41415
C 2.34556 -0.07754 -0.71188
N 1.75641 0.57069 0.40032
H -1.59183 2.57653 -0.71236
H -0.54364 1.23067 -1.46196
H 0.11135 2.66639 -0.75288
H -0.33167 1.80095 1.43836
H -1.52641 0.51421 0.76195
H 0.47982 -0.17805 1.95791
H 0.41132 -0.99319 0.44115
H 3.22394 -1.49155 0.46782
H -0.99916 -0.61701 -0.62052
H 3.19134 0.59403 -0.91421
H 1.67476 -0.07369 -1.62591
H -1.88444 -2.54864 0.90378
H 3.36847 -1.77994 -1.13324
O -1.74483 -1.73895 0.39373
H -4.23295 0.09165 -0.55853
H -2.85005 -0.56624 -0.05665
O -3.31692 0.26103 -0.31758
*
```



#two
Entry from OMol25: a cluster of 3 separate species, C4H15N2O2 in total (ωB97M-V with the def2-TZVPD basis set).

Geometry as ORCA input:
```
! RIJCOSX wB97M-V def2-TZVPD def2/J DEFGRID3
* xyz 1 1
N -1.47784 0.69447 3.47801
C 0.65501 -1.32901 -0.33058
C 1.68704 -0.50598 -0.95884
C 1.60396 -0.41450 -2.44224
O 2.43408 0.68199 -2.94059
C -0.26509 -0.70720 0.70621
N -1.67943 -0.50213 0.01357
H -1.83377 1.48196 3.00059
H -0.91556 0.88072 4.28423
H -2.24136 0.10965 3.68742
H 0.92986 -2.35264 -0.00942
H 1.60123 0.48873 -0.60115
H 2.67907 -0.84421 -0.67026
H 2.03214 -1.31423 -2.96810
H 0.52271 -0.31758 -2.78941
H 2.29541 0.87862 -3.88349
H 0.08193 0.28725 1.10904
H -0.52645 -1.44767 1.50846
H -1.40515 -1.05340 -0.82948
H -2.34621 -1.09268 0.57006
H -1.36401 1.35435 -0.04017
H -1.31032 2.82020 -0.29222
O -1.15724 2.20329 0.39835
*
```



#three
Entry from OMol25: a cluster of 3 separate species, C4H15N2O2 in total (ωB97M-V with the def2-TZVPD basis set).

Geometry as ORCA input:
```
! RIJCOSX wB97M-V def2-TZVPD def2/J DEFGRID3
* xyz 1 1
C 0.68786 0.76156 0.66036
C 0.58809 -0.72444 0.78385
C 0.48952 -1.37461 -0.58881
C -1.11037 -1.34500 -2.32850
N -0.54511 -0.76207 -1.36434
N -0.65330 1.49457 0.63834
H 1.16315 1.02058 -0.28722
H 1.22289 1.25368 1.48146
H 1.46138 -0.94282 1.38566
H -0.31605 -1.03563 1.34407
H 1.51070 -1.30641 -1.02695
H 0.55860 -2.47526 -0.55057
H -0.85080 -2.20109 -2.95507
H -2.04798 -0.86532 -2.64161
H -0.50635 2.47919 0.44216
H -1.13001 1.04019 -0.15968
H -1.20824 1.34699 1.47614
H 3.48938 -0.51088 2.34408
H 4.31660 -0.19064 1.02697
O 3.48285 -0.06117 1.50864
H -3.51585 2.23909 -0.48364
H -3.93798 0.80249 -0.32365
O -3.14899 1.35698 -0.38168
*
```



#four
Entry from OMol25: a cluster of 3 separate species, C4H15N2O2 in total (ωB97M-V with the def2-TZVPD basis set).

Geometry as ORCA input:
```
! RIJCOSX wB97M-V def2-TZVPD def2/J DEFGRID3
* xyz 1 1
C 3.50485 0.93694 0.60530
C 2.13226 1.42463 0.42939
C 0.89612 0.37518 0.45667
C 0.07466 0.22999 -0.53633
N -1.05632 -0.65789 -0.85167
N 0.85297 -0.39994 1.59425
H 3.38032 -0.05872 0.56798
H 3.87072 1.18330 1.61347
H 4.14269 1.47269 -0.18077
H 1.89719 1.93872 -0.48399
H 1.89912 2.18818 1.30211
H 0.11836 0.88507 -1.42523
H -1.42767 -1.38019 -0.13463
H -1.85832 -0.07844 -1.31850
H -0.61296 -1.27968 -1.65037
H 0.32353 -1.22352 1.42666
H 1.60256 -0.55957 2.23415
H -3.32595 0.42426 -2.44907
H -3.74304 1.32986 -1.19043
O -3.23566 0.64283 -1.54584
H -3.50271 -2.27674 -0.04912
H -3.20017 -2.74247 1.19955
O -2.73254 -2.37449 0.38643
*
```



Tell me which of them is the least stable. Sure, it is #one.



#one
Entry from OMol25: a cluster of 2 separate species, C4H8Cl2O in total (ωB97M-V with the def2-TZVPD basis set).

Summary:
* structure (SMILES): C=C(C)O.ClCCl

Geometry as ORCA input:
```
! RIJCOSX wB97M-V def2-TZVPD def2/J DEFGRID3
* xyz 0 1
C 0.33935 -0.29270 -1.05828
C 0.60747 -0.57510 0.22810
C 1.66026 0.15818 0.99491
O -0.11535 -1.42388 1.10488
H 0.94675 0.33785 -1.71372
H -0.53306 -0.77571 -1.68570
H 2.13681 -0.50476 1.54576
H 2.21911 0.52613 0.22555
H 1.06027 0.82058 1.67353
H -0.77649 -1.74902 0.46426
Cl -3.22963 -1.24145 -0.53660
C -2.95639 0.43962 -0.10292
Cl -4.50012 1.14273 0.43219
H -2.60762 0.91036 -0.90709
H -2.35571 0.56471 0.71661
*
```



#two
Entry from OMol25: a cluster of 2 separate species, C4H8Cl2O in total (ωB97M-V with the def2-TZVPD basis set).

Summary:
* structure (SMILES): C=C(C)O.ClCCl

Geometry as ORCA input:
```
! RIJCOSX wB97M-V def2-TZVPD def2/J DEFGRID3
* xyz 0 1
C -1.59117 0.27661 -1.05456
C -0.88496 0.49422 0.09583
C -0.37140 -0.68398 0.90799
O -1.02079 1.67721 0.81909
H -1.51330 -0.80077 -1.47942
H -1.99970 1.09245 -1.71180
H -1.14605 -0.96690 1.58150
H -0.12438 -1.41128 0.19408
H 0.44889 -0.44162 1.65715
H -1.42533 2.47345 0.43328
Cl 2.39363 1.10470 0.05622
C 2.22899 -0.59350 0.11802
Cl 3.80943 -1.38529 0.11698
H 1.78172 -1.11031 -0.57544
H 1.76200 -0.95149 1.03305
*
```



Tell me which of them is the least stable. Sure, it is #two.